Formula: C16H13BN7O5Pd
Source: the OMol25 dataset
Level of theory: ωB97M-V with the def2-TZVPD basis set

Structure (XYZ):
```
43
Properties=species:S:1:pos:R:3
Pd -0.22 0.01 -0.86
O -0.74 6.07 0.87
C -0.68 4.78 0.56
C -0.90 4.28 -0.72
C -0.79 2.91 -0.92
N -0.51 2.05 0.05
C -0.30 2.54 1.28
C -0.36 3.88 1.59
C 0.01 1.57 2.36
O 0.51 1.87 3.46
O -0.19 0.33 2.29
C -1.00 2.37 -2.32
O -1.37 3.10 -3.20
O -0.76 1.08 -2.50
H -0.97 6.61 0.11
H -1.14 4.91 -1.56
H -0.18 4.23 2.59
C 3.26 -0.59 1.52
C 2.58 0.25 0.66
N 1.62 -0.43 0.03
N 1.64 -1.71 0.49
C 2.62 -1.81 1.39
B 0.58 -2.78 0.09
N -0.81 -2.36 0.66
C -1.52 -2.94 1.63
C -2.64 -2.16 1.90
C -2.54 -1.08 1.05
N -1.44 -1.21 0.29
N 0.49 -2.84 -1.43
C 0.74 -3.83 -2.31
C 0.52 -3.34 -3.58
C 0.12 -2.02 -3.40
N 0.11 -1.73 -2.10
H 4.09 -0.35 2.15
H 2.74 1.30 0.43
H 2.81 -2.76 1.87
H 0.89 -3.84 0.56
H -1.19 -3.86 2.06
H -3.41 -2.35 2.62
H -3.19 -0.23 0.91
H 1.05 -4.80 -1.96
H 0.62 -3.88 -4.51
H -0.15 -1.27 -4.12
```

LUMO energy (spin up / spin down): -3.70 / -6.97 eV
HOMO energy (spin up / spin down): -12.5 / -12.5 eV
2S+1: 5
Calculated total energy: -41619.0169 eV
Gap between HOMO and LUMO (spin up / spin down): 8.8 / 5.5 eV
Total charge: +1

***

Formula: C16H13Br2LuN4O3
Source: the OMol25 dataset
Level of theory: ωB97M-V with the def2-TZVPD basis set

Structure (XYZ):
```
39
Properties=species:S:1:pos:R:3
Lu -0.90 -0.70 0.56
C 2.18 -2.25 0.35
C 2.23 -0.99 -0.46
C 3.39 -0.61 -1.16
C 3.38 0.55 -1.89
C 2.23 1.36 -1.93
C 2.11 2.57 -2.66
Br 3.57 3.22 -3.68
C 0.94 3.27 -2.65
C -0.17 2.82 -1.89
Br -1.74 3.85 -1.92
C -0.11 1.67 -1.14
O -1.10 1.21 -0.41
C 1.12 0.93 -1.19
N 1.14 -0.24 -0.49
H 3.09 -2.84 0.22
H 1.33 -2.87 0.05
H 2.07 -2.01 1.41
H 4.26 -1.24 -1.11
H 4.26 0.86 -2.43
H 0.84 4.19 -3.21
C -3.77 -1.14 -0.55
C -3.07 -2.35 0.06
C -3.24 -2.35 1.59
O -1.69 -2.37 -0.30
H -4.85 -1.22 -0.38
H -3.58 -1.07 -1.62
H -3.48 -0.18 -0.09
H -3.54 -3.26 -0.33
H -3.02 -1.38 2.07
H -2.62 -3.11 2.06
H -4.28 -2.55 1.83
O -0.14 -0.96 2.56
N -0.63 0.26 2.79
C 0.24 1.18 3.05
C 1.65 0.93 3.12
N 2.77 0.69 3.15
C -0.25 2.52 3.23
N -0.63 3.60 3.38
```

LUMO energy: -1.13 eV
Relative energy (zero: lowest compared OMol25 entry of this formula, charge and spin): 0.0 kJ/mol
HOMO energy: -8.3 eV
Calculated total energy: -202612.8630 eV
Gap between HOMO and LUMO: 7.2 eV

***

Formula: C16H13Br3F24O3
Source: the OMol25 dataset
Level of theory: ωB97M-V with the def2-TZVPD basis set

Structure (XYZ):
```
59
Properties=species:S:1:pos:R:3
C 4.25 2.25 1.14
C 3.36 2.97 0.02
C 2.80 4.36 0.35
F 3.78 5.15 0.78
F 2.27 4.98 -0.66
F 4.13 3.01 -1.06
F 2.29 2.21 -0.25
O 3.52 2.22 2.37
C 4.22 1.96 3.53
C 5.00 0.62 3.53
F 5.87 0.55 2.49
F 5.72 0.47 4.67
F 5.16 2.90 3.74
F 3.32 2.00 4.56
H 5.21 2.70 1.41
H 4.27 1.21 0.85
H 2.09 4.22 1.18
H 4.44 -0.32 3.41
C -2.24 -3.38 1.42
C -1.37 -4.54 0.78
C -0.14 -4.09 0.06
F 0.51 -3.08 0.69
F 0.60 -5.03 -0.38
F -0.94 -5.34 1.73
F -2.08 -5.25 -0.13
O -2.56 -2.20 0.62
C -3.84 -2.20 0.03
C -4.80 -1.47 1.00
F -4.23 -0.40 1.64
F -5.93 -1.02 0.50
F -3.80 -1.37 -1.03
F -4.22 -3.44 -0.42
H -1.77 -2.92 2.28
H -3.07 -3.78 1.99
H -0.57 -3.70 -0.86
H -5.02 -2.11 1.85
C -2.60 2.22 -2.19
C -3.59 1.99 -1.09
C -4.16 3.41 -0.50
F -3.13 4.09 -0.07
F -4.93 4.15 -1.35
F -4.55 1.26 -1.59
F -3.08 1.26 -0.09
O -2.25 1.03 -2.93
C -1.10 0.36 -2.53
C -1.16 -1.03 -3.18
F -1.35 -0.92 -4.49
F -0.02 -1.73 -3.02
F -0.11 0.97 -3.30
F -0.98 0.24 -1.23
H -1.64 2.61 -1.87
H -3.02 2.95 -2.89
H -4.76 3.18 0.38
H -1.94 -1.63 -2.70
C 3.53 -2.46 -1.77
Br 4.63 -1.11 -0.81
Br 3.39 -4.29 -0.98
Br 4.03 -2.65 -3.71
H 2.53 -2.04 -1.92
```

LUMO energy (spin up / spin down): -5.80 / -10.28 eV
HOMO energy (spin up / spin down): -13.3 / -13.3 eV
2S+1: 2
Calculated total energy: -298279.2560 eV
Gap between HOMO and LUMO (spin up / spin down): 7.5 / 3.0 eV
Total charge: +1

***

Formula: C16H13Cl2CoF2NO5
Source: the OMol25 dataset
Level of theory: ωB97M-V with the def2-TZVPD basis set

Structure (XYZ):
```
40
Properties=species:S:1:pos:R:3
Co 0.16 -0.29 0.19
O 4.43 0.21 0.25
C 3.16 0.01 0.48
O 2.32 -0.14 -0.38
C 2.76 0.00 1.93
O 1.41 -0.38 1.93
C 0.68 -0.10 3.13
C -0.79 -0.22 2.79
O -1.62 -0.39 3.65
O -1.08 -0.10 1.51
H 4.59 0.22 -0.70
H 2.92 0.99 2.35
H 3.40 -0.71 2.47
H 0.91 0.91 3.49
H 0.93 -0.82 3.91
F 1.57 4.66 -0.58
C 0.84 3.61 -0.96
C 0.87 2.47 -0.18
C 0.10 1.40 -0.60
C -0.71 1.46 -1.73
C -0.68 2.64 -2.48
F -1.44 2.72 -3.58
C 0.08 3.72 -2.11
C -1.58 0.30 -1.91
C -2.63 0.12 -2.79
C -3.45 -0.98 -2.63
C -3.23 -1.87 -1.59
C -2.15 -1.65 -0.76
N -1.33 -0.61 -0.94
H 1.48 2.46 0.71
H 0.09 4.63 -2.70
H -2.82 0.85 -3.56
H -4.29 -1.13 -3.31
H -3.87 -2.72 -1.42
H -1.93 -2.31 0.07
Cl 0.90 -2.85 -0.02
C 0.21 -3.79 1.36
Cl -1.03 -4.91 0.84
H -0.21 -3.07 2.06
H 1.04 -4.34 1.79
```

LUMO energy (spin up / spin down): -4.01 / -3.95 eV
HOMO energy (spin up / spin down): -12.0 / -12.0 eV
Calculated total energy: -96630.8062 eV
Gap between HOMO and LUMO (spin up / spin down): 8.0 / 8.1 eV
Total charge: +1

***

Formula: C16H13Cl2CuIN2O4
Source: the OMol25 dataset
Level of theory: ωB97M-V with the def2-TZVPD basis set

Structure (XYZ):
```
39
Properties=species:S:1:pos:R:3
Cu 0.13 -0.18 0.23
C 4.54 1.02 0.04
C 3.52 2.08 -0.22
N 3.90 3.33 -0.27
C 2.97 4.29 -0.51
C 1.65 4.04 -0.71
C 0.70 5.19 -0.93
O 0.08 5.09 -2.21
C 1.20 2.69 -0.64
C -0.18 2.39 -0.93
N -0.77 1.26 -0.74
C -2.14 1.11 -1.13
C -3.02 2.18 -1.24
C -4.33 1.99 -1.62
C -4.81 0.71 -1.90
C -3.95 -0.37 -1.77
C -2.64 -0.16 -1.38
I -1.42 -1.84 -1.15
C 2.14 1.68 -0.39
O 1.87 0.42 -0.33
H 5.51 1.48 0.16
H 4.28 0.45 0.94
H 4.56 0.30 -0.78
H 3.34 5.31 -0.53
H -0.07 5.20 -0.15
H 1.27 6.12 -0.85
H -0.14 5.97 -2.52
H -0.74 3.20 -1.39
H -2.69 3.18 -0.99
H -5.00 2.84 -1.69
H -5.83 0.56 -2.20
H -4.31 -1.37 -1.96
Cl -1.14 -1.60 4.73
C 0.41 -1.18 3.99
Cl 1.24 0.11 4.88
C 0.21 -0.75 2.54
O 0.83 -1.42 1.66
O -0.53 0.21 2.25
H 1.04 -2.06 4.03
```

LUMO energy (spin up / spin down): -0.73 / -1.11 eV
Relative energy (zero: lowest compared OMol25 entry of this formula, charge and spin): 18.0 kJ/mol
HOMO energy (spin up / spin down): -8.1 / -8.1 eV
2S+1: 2
Calculated total energy: -105758.7750 eV
Gap between HOMO and LUMO (spin up / spin down): 7.4 / 7.0 eV

***

Formula: C16H13N3O3
Source: the OMol25 dataset
Level of theory: ωB97M-V with the def2-TZVPD basis set

Structure (XYZ):
```
35
Properties=species:S:1:pos:R:3
O 2.40 2.06 0.90
C 1.64 1.44 0.19
C 1.89 -0.03 -0.16
N 2.31 -0.72 1.02
C 3.57 -1.05 1.41
N 3.64 -1.61 2.57
C 2.35 -1.64 3.04
C 1.83 -2.12 4.24
C 0.47 -2.01 4.43
C -0.37 -1.44 3.47
C 0.12 -0.96 2.27
C 1.49 -1.07 2.07
N 0.49 2.02 -0.26
C -0.50 1.54 -1.13
C -0.18 0.83 -2.29
C -1.18 0.38 -3.11
C -2.52 0.63 -2.81
C -3.56 0.12 -3.72
O -3.34 -0.52 -4.72
O -4.81 0.44 -3.34
C -2.84 1.36 -1.66
C -1.83 1.81 -0.84
H 0.98 -0.50 -0.55
H 2.69 -0.09 -0.91
H 4.42 -0.87 0.77
H 2.47 -2.55 4.98
H 0.03 -2.36 5.35
H -1.43 -1.37 3.66
H -0.53 -0.52 1.53
H 0.29 2.91 0.18
H 0.85 0.67 -2.55
H -0.96 -0.17 -4.02
H -5.45 0.08 -3.98
H -3.87 1.57 -1.43
H -2.08 2.38 0.05
```

LUMO energy: -0.12 eV
Relative energy (zero: lowest compared OMol25 entry of this formula, charge and spin): 33.2 kJ/mol
HOMO energy: -8.6 eV
Calculated total energy: -27417.2169 eV
Gap between HOMO and LUMO: 8.4 eV
SMILES string: O=C(Cn1cnc2ccccc21)Nc1ccc(C(=O)O)cc1

***

Formula: C16H13N8Ru
Source: the OMol25 dataset
Level of theory: ωB97M-V with the def2-TZVPD basis set

Structure (XYZ):
```
38
Properties=species:S:1:pos:R:3
Ru -0.23 0.23 0.97
C -2.26 -3.12 -0.64
C -1.27 -3.67 -1.45
C -0.01 -3.08 -1.50
C 0.23 -1.94 -0.77
N -0.76 -1.40 0.00
C -1.97 -1.98 0.07
C 1.52 -1.24 -0.68
C 2.68 -1.61 -1.32
C 3.84 -0.87 -1.11
C 3.82 0.23 -0.25
C 2.63 0.56 0.36
N 1.51 -0.15 0.13
H -3.24 -3.56 -0.56
H -1.48 -4.57 -2.02
H 0.76 -3.51 -2.12
H -2.70 -1.51 0.73
H 2.70 -2.46 -1.98
H 4.76 -1.15 -1.60
H 4.71 0.81 -0.06
H 2.55 1.40 1.04
N 0.04 -0.49 2.71
C -0.02 -0.67 3.89
N 0.09 -0.80 5.11
C -0.55 -1.36 6.08
N -1.09 -1.84 7.00
N -0.35 4.88 -1.71
C -0.96 3.80 -1.25
C -0.25 2.68 -0.73
N -0.94 1.60 -0.33
C -2.28 1.59 -0.39
C -2.95 2.72 -0.85
N -2.30 3.79 -1.27
H 0.65 4.98 -1.75
H -0.91 5.64 -2.06
H 0.83 2.65 -0.66
H -2.81 0.68 -0.12
H -4.03 2.75 -0.89
```

LUMO energy (spin up / spin down): -14.06 / -14.14 eV
Relative energy (zero: lowest compared OMol25 entry of this formula, charge and spin): 0.6 kJ/mol
HOMO energy (spin up / spin down): -18.2 / -18.1 eV
Calculated total energy: -31273.8975 eV
Gap between HOMO and LUMO (spin up / spin down): 4.1 / 3.9 eV
Total charge: +3

***

Formula: C16H14BBrCl2F2N2O2PtSSe
Source: the OMol25 dataset
Level of theory: ωB97M-V with the def2-TZVPD basis set

Structure (XYZ):
```
43
Properties=species:S:1:pos:R:3
Pt 0.35 1.68 0.34
S 2.42 1.87 1.51
C -1.75 -0.71 -1.05
N -0.76 -0.01 -1.85
C 0.10 0.92 -1.38
Se -1.65 2.85 -0.20
N 0.82 1.35 -2.45
C 0.45 0.69 -3.60
C 0.87 0.77 -4.91
C 0.26 -0.07 -5.84
C -0.74 -0.96 -5.45
C -1.17 -1.04 -4.13
C -0.57 -0.19 -3.21
H -2.15 0.00 -0.33
H -1.27 -1.54 -0.54
H -2.55 -1.05 -1.71
H 1.49 2.09 -2.35
H 1.65 1.46 -5.21
H 0.57 -0.04 -6.87
H -1.20 -1.61 -6.19
H -1.94 -1.74 -3.82
Cl 2.40 4.63 -1.64
C 1.39 4.98 -0.21
Cl 1.44 6.72 0.17
H 1.78 4.42 0.62
H 0.36 4.69 -0.44
Br -1.57 -1.89 7.17
C -1.00 -2.10 5.35
C -0.97 -1.00 4.51
C -0.55 -1.18 3.20
C -0.18 -2.43 2.73
C -0.23 -3.52 3.59
C -0.63 -3.37 4.91
C 0.28 -2.60 1.27
O 0.26 -3.78 0.83
O 0.58 -1.54 0.68
H -1.25 -0.02 4.88
H -0.50 -0.34 2.51
H 0.05 -4.49 3.20
H -0.67 -4.21 5.59
F 1.22 1.50 3.97
B 2.01 0.99 3.00
F 2.54 -0.19 3.35
```

LUMO energy: 4.09 eV
Relative energy (zero: lowest compared OMol25 entry of this formula, charge and spin): 0.0 kJ/mol
HOMO energy: -1.0 eV
Calculated total energy: -204529.0514 eV
Gap between HOMO and LUMO: 5.1 eV
Total charge: -2

***

Formula: C16H14BCl40FNP
Source: the OMol25 dataset
Level of theory: ωB97M-V with the def2-TZVPD basis set

Structure (XYZ):
```
74
Properties=species:S:1:pos:R:3
C -0.85 2.22 1.74
C -1.71 1.04 2.01
C -1.42 -0.50 1.54
B -1.13 -0.71 -0.06
P -2.06 0.10 -1.52
N -1.75 1.66 -1.77
C 0.10 -1.77 -0.44
F -0.06 -3.05 0.33
C 1.60 -1.13 -0.26
C 1.92 -0.08 -1.49
H 0.31 2.22 1.59
H -1.40 3.28 1.71
H -2.68 1.24 2.66
H -0.55 -1.00 2.19
H -2.39 -1.13 1.82
H -3.47 -0.19 -1.33
H -1.66 -0.61 -2.72
H -1.32 1.71 -2.75
H 0.00 -2.06 -1.59
H 2.36 -2.04 -0.35
H 1.77 -0.64 0.81
H 0.97 0.54 -1.83
H 2.75 0.68 -1.15
H 2.24 -0.69 -2.47
Cl 1.92 2.97 6.29
C 1.97 3.38 4.56
Cl 1.60 5.11 4.34
Cl 3.60 3.04 3.91
Cl 0.77 2.40 3.68
Cl -1.42 -4.99 5.17
C -0.89 -3.86 3.90
Cl -2.32 -3.29 2.99
Cl -0.07 -2.46 4.64
Cl 0.23 -4.68 2.79
Cl -0.78 1.78 -5.00
C 0.30 3.15 -5.36
Cl 1.15 3.64 -3.88
Cl 1.49 2.65 -6.59
Cl -0.66 4.51 -5.98
Cl -4.26 -3.63 9.65
C -4.50 -3.84 7.90
Cl -6.21 -3.50 7.50
Cl -3.45 -2.70 7.02
Cl -4.10 -5.51 7.43
Cl -2.17 7.20 -3.57
C -2.76 8.28 -4.86
Cl -1.73 9.73 -4.95
Cl -2.72 7.43 -6.42
Cl -4.44 8.77 -4.50
Cl 3.92 1.78 11.53
C 3.69 1.56 9.78
Cl 1.99 1.90 9.36
Cl 4.76 2.67 8.89
Cl 4.08 -0.12 9.33
Cl -1.53 -2.26 -6.31
C -0.40 -1.66 -7.54
Cl 0.40 -0.19 -6.95
Cl 0.82 -2.91 -7.89
Cl -1.30 -1.29 -9.04
Cl -2.19 -6.00 -4.57
C -2.42 -6.21 -6.32
Cl -4.12 -5.87 -6.74
Cl -1.35 -5.10 -7.21
Cl -2.03 -7.89 -6.77
Cl 1.70 -3.68 -2.14
C 2.48 -5.10 -1.39
Cl 1.87 -5.31 0.27
Cl 2.11 -6.55 -2.35
Cl 4.24 -4.84 -1.34
Cl 3.55 5.22 -1.44
C 4.23 4.48 0.02
Cl 5.40 3.22 -0.44
Cl 5.05 5.72 0.99
Cl 2.92 3.74 0.98
```

LUMO energy: -0.87 eV
HOMO energy: -8.4 eV
Calculated total energy: -531878.2092 eV
Gap between HOMO and LUMO: 7.5 eV
SMILES string: C=CCB([PH2]=N)[C@H](F)CC.ClC(Cl)(Cl)Cl.ClC(Cl)(Cl)Cl.ClC(Cl)(Cl)Cl.ClC(Cl)(Cl)Cl.ClC(Cl)(Cl)Cl.ClC(Cl)(Cl)Cl.ClC(Cl)(Cl)Cl.ClC(Cl)(Cl)Cl.ClC(Cl)(Cl)Cl.ClC(Cl)(Cl)Cl

***

Formula: C16H14BCl5FeN6
Source: the OMol25 dataset
Level of theory: ωB97M-V with the def2-TZVPD basis set

Structure (XYZ):
```
43
Properties=species:S:1:pos:R:3
H -2.76 0.36 -2.48
N -0.73 0.27 -1.93
B 1.76 -0.63 -1.82
N 0.36 -0.42 -2.47
C 0.05 -0.81 -3.72
Fe -0.98 1.60 -0.65
H 0.84 -1.21 -4.34
C -1.27 -0.46 -3.98
H -1.82 -0.63 -4.89
C -1.76 0.15 -2.82
H 2.59 -0.55 -2.73
C 0.75 -1.91 3.80
H 0.15 -1.49 4.61
H 0.77 -1.25 2.92
H 1.77 -2.10 4.16
N 2.14 -2.04 -1.15
N 1.88 0.70 -1.00
N 1.42 -2.71 -0.18
N 0.86 1.40 -0.35
C 3.23 -2.81 -1.48
C 3.04 1.36 -0.85
H 3.93 -2.48 -2.24
H 3.92 0.98 -1.37
C 3.25 -3.96 -0.67
C 2.83 2.45 0.01
C 2.09 -3.82 0.14
C 1.47 2.39 0.36
H 3.98 -4.76 -0.65
H 3.57 3.14 0.37
H 1.79 -4.52 0.90
H 0.91 2.84 1.16
H 0.31 -2.83 3.49
Cl -2.58 4.24 -0.49
C -3.12 3.07 0.68
C -2.46 1.85 0.71
C -2.80 0.87 1.64
Cl -1.99 -0.66 1.62
C -3.83 1.12 2.59
Cl -4.17 -0.03 3.81
C -4.52 2.37 2.55
Cl -5.75 2.71 3.70
C -4.17 3.35 1.58
Cl -4.97 4.85 1.46
```

LUMO energy (spin up / spin down): 0.17 / -0.63 eV
HOMO energy (spin up / spin down): -8.7 / -8.7 eV
2S+1: 5
Calculated total energy: -123434.9122 eV
Gap between HOMO and LUMO (spin up / spin down): 8.9 / 8.1 eV

***

Formula: C16H14BCl5N6Ni
Source: the OMol25 dataset
Level of theory: ωB97M-V with the def2-TZVPD basis set

Structure (XYZ):
```
43
Properties=species:S:1:pos:R:3
H 0.53 2.95 1.33
N 0.79 1.64 -0.34
B 1.37 0.63 -2.58
N 1.27 1.84 -1.62
C 1.56 3.15 -1.79
Ni 0.02 -0.31 0.18
H 1.96 3.51 -2.73
C 1.28 3.82 -0.59
H 1.40 4.87 -0.40
C 0.82 2.83 0.30
H 1.88 0.92 -3.61
C -1.47 -3.10 1.75
H -1.71 -2.88 2.80
H -0.49 -3.57 1.67
H -2.23 -3.75 1.32
N -0.06 0.05 -2.70
N 2.16 -0.48 -1.82
N -0.71 -0.42 -1.56
N 1.66 -0.99 -0.61
C -0.86 -0.15 -3.76
C 3.26 -1.18 -2.16
H -0.49 0.13 -4.73
H 3.76 -0.97 -3.09
C -2.05 -0.71 -3.32
C 3.52 -2.12 -1.16
C -1.94 -0.85 -1.94
C 2.52 -1.95 -0.19
H -2.87 -1.01 -3.95
H 4.32 -2.83 -1.15
H -2.63 -1.22 -1.20
H 2.38 -2.45 0.76
H -1.46 -2.15 1.19
Cl 1.11 -1.22 3.00
C -0.34 -0.26 3.00
C -0.87 0.17 1.78
C -1.95 1.05 1.80
Cl -2.56 1.71 0.34
C -2.57 1.42 3.01
Cl -3.92 2.46 3.01
C -2.10 0.88 4.23
Cl -2.89 1.23 5.69
C -0.96 0.04 4.22
Cl -0.44 -0.71 5.66
```

LUMO energy (spin up / spin down): 0.59 / -0.16 eV
Relative energy (zero: lowest compared OMol25 entry of this formula, charge and spin): 0.0 kJ/mol
HOMO energy (spin up / spin down): -8.8 / -8.7 eV
2S+1: 3
Calculated total energy: -130093.1080 eV
Gap between HOMO and LUMO (spin up / spin down): 9.3 / 8.6 eV

***

Number 1: molar mass 500.56 Da. Number 2: molar mass 644.08 Da. Number 3: molar mass 948.94 Da. Number 4: molar mass 467.12 Da. Number 5: molar mass 558.65 Da. Number 6: molar mass 295.30 Da. Number 7: molar mass 418.41 Da. Number 8: molar mass 772.02 Da. Number 9: molar mass 1699.20 Da. Number 10: molar mass 534.25 Da. Number 11: molar mass 537.10 Da.